Formula: BrClINO
Source: OMol25
Level of theory: wB97M-V/def2-TZVPD

Computed properties:
M in g mol⁻¹: 272.27
Energy in eV: -94197.343
Energy relative to the best compared isomer or geometry (same formula, charge and spin) in kcal per mole: 73.34

XYZ file:
```
5
Properties=species:S:1:pos:R:3:forces:R:3
N -0.28060 -0.53966 0.66386 0.31 -2.64 2.44
O 0.03570 -0.05339 -0.31726 -0.49 -0.87 -2.65
Cl 0.66847 1.74487 -0.65754 0.81 2.56 -0.15
Br -1.42162 0.30726 1.92546 -0.59 0.91 0.34
I 2.18095 -3.12742 0.68629 -0.04 0.03 0.02
```
Positions in Å, forces in eV/Å.


Formula: C15H17ClN4O3S2
Source: OMol25
Level of theory: wB97M-V/def2-TZVPD

Computed properties:
SMILES: O=C(Nc1nnc(S(=O)(=O)N2CCCCCC2)s1)c1ccc(Cl)cc1
M in g mol⁻¹: 400.91
Energy in eV: -62126.021
Energy relative to the best compared isomer or geometry (same formula, charge and spin) in kcal per mole: 11.49

XYZ file:
```
42
Properties=species:S:1:pos:R:3:forces:R:3
O -0.60072 4.95938 -3.80240 0.09 0.13 -0.02
C -0.29778 3.92352 -3.26377 -0.17 -0.08 0.06
N -1.28079 3.16068 -2.65014 -0.49 0.43 -0.44
C -1.17952 2.15617 -1.73997 1.08 -0.72 0.92
N -2.21476 1.46436 -1.37768 -0.50 1.02 -1.15
N -1.95029 0.56524 -0.44443 -0.01 -1.22 1.22
C -0.72857 0.55210 -0.05771 0.66 0.26 0.08
S 0.28952 1.71392 -0.86151 -0.83 -0.04 -0.14
S -0.00979 -0.57848 1.14106 -0.68 0.23 -0.55
O 0.81147 -1.45544 0.35945 -0.21 -0.12 0.03
O 0.60154 0.23593 2.14413 -0.20 0.02 0.24
N -1.32937 -1.32302 1.73731 1.08 0.57 -0.38
C -1.66566 -1.13188 3.12704 0.12 0.35 0.72
H -1.67948 -0.05538 3.30903 -0.18 -0.09 0.16
C -0.69072 -1.80591 4.10686 0.06 -0.03 -0.08
H 0.06481 -1.07997 4.40889 -0.06 0.02 0.10
H -1.24687 -2.10857 4.99664 0.01 0.03 0.05
C 0.03290 -3.01420 3.51120 -0.20 0.00 0.24
H 0.76674 -2.66258 2.78278 0.13 -0.11 0.08
C -0.88985 -4.03443 2.83457 0.25 0.00 -0.20
C -1.05347 -3.76793 1.33823 -0.24 0.08 0.13
C -1.82599 -2.48307 1.03646 0.11 -0.66 -0.61
H -1.76267 -2.25516 -0.02931 -0.22 -0.15 -0.02
H -2.88128 -2.59794 1.30009 0.05 0.11 -0.04
H -0.06550 -3.69175 0.88219 -0.03 -0.09 -0.03
H -1.58282 -4.60059 0.86997 0.00 0.00 -0.08
H -0.46016 -5.03179 2.95016 -0.09 -0.01 0.04
H -1.86597 -4.04010 3.32444 -0.09 -0.10 0.09
H 0.58372 -3.49905 4.32009 0.07 0.04 -0.05
H -2.67964 -1.51455 3.26293 0.05 0.06 -0.13
H -2.23246 3.47261 -2.82287 0.18 -0.01 0.02
C 1.07651 3.36305 -3.25610 0.35 0.00 -0.22
C 2.14638 4.17204 -2.88686 -0.20 -0.10 -0.01
C 3.43760 3.68224 -2.92782 0.07 -0.06 0.01
C 3.66060 2.38507 -3.36700 -0.32 0.08 0.01
C 2.60543 1.57820 -3.77053 0.11 0.00 -0.02
C 1.31562 2.06773 -3.71157 0.01 0.25 -0.03
H 0.49244 1.44775 -4.03483 -0.08 -0.08 0.00
H 2.79591 0.57776 -4.12498 0.04 -0.08 -0.03
Cl 5.26788 1.77031 -3.42422 0.20 -0.07 -0.01
H 4.26879 4.30087 -2.62906 0.09 0.03 0.03
H 1.95630 5.18283 -2.56075 -0.01 0.11 0.02
```
Positions in Å, forces in eV/Å.


Question: What is the M in the first record?
Answer: 272.27 g mol⁻¹


Question: energy of number 2 (C15H17ClN4O3S2)?
Answer: -62126.021 eV


Question: Look up the energy of the second one.
Answer: -62126.021 eV


Copy entry 1 word for word.
Formula: BrClINO
Source: OMol25
Level of theory: wB97M-V/def2-TZVPD

Computed properties:
M in g mol⁻¹: 272.27
Energy in eV: -94197.343
Energy relative to the best compared isomer or geometry (same formula, charge and spin) in kcal per mole: 73.34

XYZ file:
```
5
Properties=species:S:1:pos:R:3:forces:R:3
N -0.28060 -0.53966 0.66386 0.31 -2.64 2.44
O 0.03570 -0.05339 -0.31726 -0.49 -0.87 -2.65
Cl 0.66847 1.74487 -0.65754 0.81 2.56 -0.15
Br -1.42162 0.30726 1.92546 -0.59 0.91 0.34
I 2.18095 -3.12742 0.68629 -0.04 0.03 0.02
```
Positions in Å, forces in eV/Å.